C40H68Br26F14NO as an isolated structure at a distorted geometry, computed with wB97M-V/def2-TZVPD.

Properties
HOMO energy, eV: -10.7
E_LUMO, eV: -2.72
M, g/mol: 2922.5
Total charge: +1
Spin multiplicity: 1
Orbital gap, eV: 8.014

Atoms and positions in Å:
F -3.65 1.04 2.28
C -4.66 0.63 1.33
C -4.06 -0.51 0.38
C -3.61 0.01 -1.06
N -4.54 1.00 -1.68
C -3.98 2.40 -1.79
C -2.95 2.79 -0.63
O -2.07 1.71 -0.21
C -2.11 0.59 -1.10
C -1.08 -0.56 -0.61
C 0.15 -0.78 -1.62
C 1.44 0.05 -1.16
F 1.80 -0.52 0.10
F 1.19 1.41 -0.91
C 2.69 -0.19 -2.16
F 2.29 -0.37 -3.49
F 3.21 -1.46 -1.76
C 3.88 0.85 -1.96
F 5.03 0.24 -2.53
F 4.14 0.96 -0.59
C 3.71 2.25 -2.71
F 4.58 2.24 -3.83
F 2.42 2.45 -3.26
C 4.00 3.52 -1.79
F 3.12 3.61 -0.69
F 3.69 4.66 -2.59
C 5.53 3.71 -1.35
F 5.54 3.83 0.06
F 6.03 4.92 -1.83
F 6.37 2.65 -1.67
H -5.54 0.23 1.93
H -5.00 1.56 0.78
H -3.24 -1.06 0.96
H -4.91 -1.28 0.23
H -3.60 -0.91 -1.75
H -4.73 0.69 -2.65
H -5.47 1.08 -1.22
H -3.41 2.44 -2.78
H -4.85 3.14 -1.80
H -2.29 3.63 -1.03
H -3.54 3.23 0.25
H -1.77 0.84 -2.18
H -1.63 -1.55 -0.48
H -0.74 -0.21 0.43
H 0.44 -1.88 -1.51
H -0.10 -0.58 -2.71
Br -5.05 0.12 5.98
C -5.48 1.84 5.18
C -6.94 2.19 5.37
Br -8.08 1.18 4.15
H -5.19 1.78 4.13
H -4.84 2.56 5.69
H -7.12 3.23 5.13
H -7.30 1.98 6.38
Br 3.76 -0.45 -6.31
C 5.40 0.57 -6.59
C 5.53 1.02 -8.02
Br 6.09 -0.45 -9.17
H 6.22 -0.06 -6.26
H 5.32 1.43 -5.92
H 6.32 1.77 -8.12
H 4.60 1.41 -8.43
Br 2.55 0.49 4.98
C 3.09 -1.29 4.42
C 2.75 -1.54 2.97
Br 0.85 -1.90 2.74
H 2.61 -2.00 5.10
H 4.17 -1.32 4.58
H 3.25 -2.43 2.61
H 3.00 -0.70 2.33
Br 5.54 -3.96 2.24
C 4.94 -5.37 3.44
C 4.05 -6.37 2.72
Br 2.26 -5.66 2.45
H 4.44 -4.89 4.28
H 5.85 -5.86 3.79
H 3.91 -7.26 3.33
H 4.43 -6.65 1.74
Br -7.25 -1.15 0.00
C -7.58 -2.78 1.02
C -8.22 -2.47 2.34
Br -6.91 -1.78 3.61
H -6.63 -3.30 1.11
H -8.25 -3.38 0.39
H -8.61 -3.38 2.81
H -9.02 -1.73 2.28
Br -1.90 4.32 -3.94
C -1.35 6.05 -3.21
C 0.13 6.27 -3.38
Br 1.15 5.25 -2.08
H -1.68 6.07 -2.17
H -1.92 6.78 -3.78
H 0.38 7.31 -3.19
H 0.49 5.98 -4.37
Br 8.95 2.13 3.23
C 8.08 3.57 2.25
C 8.98 4.77 2.13
Br 9.06 5.77 3.80
H 7.15 3.78 2.77
H 7.86 3.16 1.27
H 8.58 5.48 1.40
H 10.01 4.52 1.86
Br -8.74 -5.65 -1.70
C -10.57 -5.94 -1.07
C -11.49 -4.85 -1.56
Br -11.25 -3.21 -0.54
H -10.52 -6.01 0.02
H -10.86 -6.90 -1.48
H -12.53 -5.13 -1.40
H -11.34 -4.60 -2.60
Br 12.12 5.28 8.21
C 11.25 6.73 7.24
C 12.15 7.93 7.11
Br 12.23 8.93 8.78
H 10.31 6.94 7.76
H 11.02 6.31 6.25
H 11.75 8.63 6.38
H 13.17 7.67 6.84
Br 3.25 -5.51 -3.03
C 4.89 -4.50 -3.30
C 5.02 -4.05 -4.74
Br 5.58 -5.52 -5.89
H 5.71 -5.13 -2.97
H 4.81 -3.63 -2.64
H 5.81 -3.30 -4.84
H 4.10 -3.66 -5.15
Br 7.46 3.59 8.58
C 7.99 1.80 8.01
C 7.65 1.56 6.56
Br 5.75 1.21 6.34
H 7.51 1.10 8.69
H 9.07 1.77 8.17
H 8.15 0.66 6.20
H 7.90 2.40 5.92
Br -3.96 -3.29 -1.06
C -4.82 -4.29 -2.49
C -5.21 -3.38 -3.64
Br -6.81 -2.35 -3.21
H -5.67 -4.82 -2.05
H -4.08 -5.02 -2.82
H -5.48 -3.97 -4.52
H -4.43 -2.67 -3.90
Br -14.23 -4.65 -3.17
C -13.76 -4.62 -5.06
C -13.16 -5.93 -5.51
Br -11.31 -6.11 -4.92
H -13.09 -3.77 -5.21
H -14.70 -4.43 -5.59
H -13.12 -5.99 -6.60
H -13.70 -6.80 -5.13